# H4N2O2Si

A single H4N2O2Si molecule at a distorted geometry (ωB97M-V with the def2-TZVPD basis set, OMol25).

Positions of all 9 atoms, in Å:
N: -1.40398 -0.75023 -0.22716
N: 1.37543 -0.06130 0.12119
O: 1.72743 -1.17753 0.43911
O: 2.13810 0.78101 -0.21569
Si: -0.31973 0.56173 0.17904
H: -0.84655 -1.65722 -0.24908
H: -2.14295 -0.53672 -0.91268
H: -0.59697 1.11269 1.58605
H: 0.06921 1.72757 -0.72079

Values from the calculation:
- energy relative to the best compared isomer or geometry (same formula, charge and spin) (kJ/mol) = 46.4
- SMILES = N[SiH2][N+](=O)[O-]
- HOMO level (hartree) = -0.382
- lowest unoccupied orbital energy (hartree) = 0.005

From a Mulliken analysis of the wavefunction, the atomic charges in e read: N -0.54; N 0.84; O -0.58; O -0.54; Si 0.36; H 0.30; H 0.26; H -0.06; H -0.05

***

# C9H23ClHoI2NP2

C9H23ClHoI2NP2 as an isolated structure at a distorted geometry (ωB97M-V with the def2-TZVPD basis set, OMol25).

Positions of all 39 atoms, in Å:
I: -0.01559 -0.95747 -5.98877
I: -0.01588 1.72733 -6.36455
Ho: -0.02711 0.44238 -0.75360
P: -2.81417 0.84760 -0.55562
C: -3.86794 0.66892 -2.03472
C: -3.56721 -0.40958 0.54976
H: -4.65021 -0.24943 0.61357
H: -4.60732 2.23059 0.35704
H: -3.12967 -0.33455 1.55584
H: -3.04248 2.54326 1.17798
H: -3.64743 -0.28907 -2.52302
H: -3.37065 -1.41944 0.16063
C: -3.52494 2.35855 0.20683
H: -4.92896 0.69967 -1.75217
H: -3.35380 3.22616 -0.44452
H: -3.65618 1.48186 -2.74100
P: 2.76201 0.83087 -0.52890
C: 3.82260 0.65211 -2.00322
C: 3.47232 2.34024 0.23718
H: 3.06070 -0.36079 1.58119
H: 4.59077 -0.26733 0.65669
H: 3.31979 -1.43716 0.18292
C: 3.50880 -0.42859 0.57883
H: 2.98133 2.52896 1.20321
H: 4.55269 2.20750 0.39799
H: 4.88238 0.67974 -1.71546
H: 3.61622 1.46710 -2.70871
H: 3.31130 3.20716 -0.41759
H: 3.60196 -0.30428 -2.49454
Cl: -0.03509 1.55017 1.44571
C: 0.25693 -2.64764 3.46329
C: -0.05001 -3.32601 2.10795
C: -0.06020 -2.37392 1.02822
N: -0.03916 -1.54524 0.19999
H: 1.26606 -2.20723 3.41326
H: 0.20609 -3.33245 4.31907
H: -0.46709 -1.83113 3.61684
H: 0.67584 -4.11295 1.85510
H: -1.01670 -3.85587 2.11728

Values from the calculation:
- HOMO level (alpha / beta) (hartree) = -0.516 / -0.516
- lowest unoccupied orbital energy (alpha / beta) (hartree) = -0.265 / -0.257
- charge = +2
- multiplicity = 5

From a Mulliken analysis of the wavefunction, the atomic charges in e read: I -0.02; I 0.03; Ho 0.65; P 0.65; C -1.10; C -1.11; H 0.41; H 0.38; H 0.32; H 0.34; H 0.37; H 0.34; C -1.06; H 0.37; H 0.37; H 0.39; P 0.65; C -1.10; C -1.06; H 0.29; H 0.42; H 0.35; C -1.09; H 0.34; H 0.38; H 0.36; H 0.39; H 0.37; H 0.38; Cl -0.36; C -0.99; C -0.30; C 0.34; N -0.28; H 0.29; H 0.35; H 0.31; H 0.32; H 0.32

***

# C5H6N

A 2-piece molecular cluster, C5H6N overall at a distorted geometry (ωB97M-V with the def2-TZVPD basis set, OMol25).

Positions of all 12 atoms, in Å:
C: -3.30853 0.34948 -0.17479
C: 0.14246 -1.36379 0.84906
C: 0.62867 -0.38383 0.10896
C: -0.18303 -1.35516 -0.51047
C: 1.47754 0.74612 -0.05861
N: -2.24048 -0.05952 -0.41674
H: -4.35672 0.45655 0.05552
H: -0.01162 -1.88634 1.73718
H: -0.81699 -1.82599 -1.19813
H: 1.16682 1.18102 -1.09144
H: 2.65581 0.65899 -0.14870
H: 1.17691 1.53697 0.61060

Values from the calculation:
- energy relative to the best compared isomer or geometry (same formula, charge and spin) (kJ/mol) = 370.7
- HOMO level (hartree) = -0.615
- lowest unoccupied orbital energy (hartree) = -0.158
- charge = +1

From a Mulliken analysis of the wavefunction, the atomic charges in e read: C -0.02; C -0.15; C 0.36; C -0.10; C -0.92; N -0.35; H 0.35; H 0.42; H 0.46; H 0.31; H 0.33; H 0.30

***

# C4H8FP

A 2-piece molecular cluster, C4H8FP overall at a distorted geometry (ωB97M-V with the def2-TZVPD basis set, OMol25).

Positions of all 14 atoms, in Å:
C: 0.80400 -0.07954 -0.28158
C: -2.55372 0.03958 0.37840
C: 3.51374 -0.23906 0.13060
C: -1.86510 0.77254 -0.69580
F: 0.74009 -1.41042 -0.26334
P: 2.07088 0.95888 -0.08805
H: -3.61438 -0.08660 0.13275
H: -2.48156 0.56154 1.32969
H: -2.15238 -0.96801 0.48494
H: 3.24345 -1.03876 0.81864
H: 3.77180 -0.66320 -0.83808
H: 4.36528 0.30957 0.52562
H: -1.58781 1.80281 -0.57253
H: -1.81381 0.34783 -1.68116

Values from the calculation:
- energy relative to the best compared isomer or geometry (same formula, charge and spin) (kJ/mol) = 358.1
- HOMO level (alpha / beta) (hartree) = -0.334 / -0.300
- lowest unoccupied orbital energy (alpha / beta) (hartree) = 0.020 / -0.014

From a Mulliken analysis of the wavefunction, the atomic charges in e read: C 0.23; C -0.62; C -0.92; C -0.72; F -0.21; P -0.10; H 0.29; H 0.26; H 0.22; H 0.28; H 0.27; H 0.31; H 0.37; H 0.33

***

# C36H28Co2O9P

C36H28Co2O9P as an isolated structure at a distorted geometry (ωB97M-V with the def2-TZVPD basis set, OMol25).

Positions of all 76 atoms, in Å:
C: 2.87253 1.09656 -3.30765
O: 1.46572 1.00918 -3.61192
C: 0.62310 0.44161 -2.70229
C: -0.75332 0.40960 -3.03478
C: -1.64980 -0.31566 -2.26568
C: -1.19167 -1.05886 -1.16540
P: -2.23690 -2.11459 -0.10230
C: -3.91000 -1.92249 -0.87732
C: -4.33416 -2.70802 -1.96281
C: -5.59527 -2.57597 -2.51558
C: -6.46075 -1.57028 -2.03387
O: -7.61774 -1.35071 -2.72488
C: -8.32335 -0.10879 -2.51781
C: -6.06855 -0.79445 -0.91760
C: -4.81384 -0.97656 -0.35287
C: -1.88068 -3.78741 -0.82916
C: -2.57425 -4.91214 -0.33407
C: -2.50787 -6.13953 -0.97648
C: -1.66896 -6.29943 -2.10361
O: -1.55735 -7.47916 -2.78134
C: -2.41865 -8.57455 -2.39430
C: -0.93768 -5.18769 -2.58350
C: -1.01243 -3.97526 -1.91758
C: 0.16121 -0.96529 -0.79127
C: 1.05497 -0.18815 -1.51023
H: 3.33369 1.33881 -4.26971
H: 3.05441 1.90860 -2.58168
H: 3.25801 0.13046 -2.93870
H: -1.07847 0.94957 -3.92133
H: -2.70761 -0.30874 -2.52550
H: -3.66479 -3.45557 -2.37908
H: -5.94344 -3.19373 -3.34161
H: -9.08446 -0.08199 -3.29974
H: -8.78093 -0.09268 -1.52274
H: -7.64195 0.74425 -2.60551
H: -6.75997 -0.04863 -0.52461
H: -4.50897 -0.38884 0.51282
H: -3.18224 -4.81230 0.56443
H: -3.11438 -6.98178 -0.64195
H: -2.19022 -9.38330 -3.09071
H: -2.22105 -8.88803 -1.36238
H: -3.47271 -8.28271 -2.46768
H: -0.34165 -5.31124 -3.48624
H: -0.39247 -3.15048 -2.25328
H: 0.48635 -1.50728 0.09610
H: 2.08493 -0.10151 -1.17379
O: 0.65010 5.85188 5.78899
C: 1.22026 5.17572 5.04825
Co: 2.00602 4.15175 3.83620
C: 1.05487 2.68872 3.67988
O: 0.35696 1.78140 3.51608
C: 1.52095 5.04880 2.43196
O: 1.25195 5.63949 1.47254
C: 3.88546 3.75626 3.26890
C: 4.24064 3.44056 1.86978
C: 3.82927 2.22542 1.26872
C: 4.36670 1.82331 0.03978
C: 5.20246 2.68654 -0.69062
C: 5.56431 3.91500 -0.13311
C: 5.13987 4.26041 1.14896
C: 4.52899 4.76817 4.07655
C: 5.05729 5.94757 3.71659
Co: 4.05710 3.36321 5.01095
C: 5.53637 3.03354 5.97104
O: 6.37959 2.86512 6.74375
C: 3.49075 1.67012 4.85566
O: 3.20179 0.54957 4.79135
C: 3.44484 4.19984 6.46596
O: 3.11682 4.65207 7.47854
H: 3.14176 1.59065 1.83394
H: 4.14913 0.83033 -0.35896
H: 5.54058 2.40990 -1.69448
H: 6.20874 4.60456 -0.67671
H: 5.56687 5.15176 1.60454
H: 5.71543 6.48204 4.40453
H: 4.77774 6.40141 2.75759

Values from the calculation:
- energy relative to the best compared isomer or geometry (same formula, charge and spin) (kJ/mol) = 0.0
- HOMO level (hartree) = -0.141
- lowest unoccupied orbital energy (hartree) = 0.072
- charge = -1

From a Mulliken analysis of the wavefunction, the atomic charges in e read: C -0.69; O -0.42; C 0.76; C -0.80; C 0.04; C 0.17; P -0.42; C -0.06; C 0.30; C -0.87; C 0.67; O -0.43; C -0.84; C -0.46; C -0.61; C -0.24; C -0.56; C -0.28; C 0.89; O -0.44; C -0.83; C -0.88; C 0.09; C -0.69; C -0.13; H 0.28; H 0.28; H 0.32; H 0.41; H 0.33; H 0.36; H 0.41; H 0.24; H 0.31; H 0.38; H 0.34; H 0.38; H 0.34; H 0.34; H 0.23; H 0.33; H 0.36; H 0.41; H 0.30; H 0.37; H 0.01; O -0.43; C 0.13; Co 0.31; C 0.06; O -0.39; C 0.18; O -0.42; C 0.74; C 0.40; C -0.05; C -0.76; C -0.62; C -0.74; C -0.59; C 0.23; C -1.13; Co 0.13; C 0.23; O -0.41; C 0.26; O -0.38; C 0.13; O -0.39; H 0.38; H 0.46; H 0.39; H 0.37; H 0.38; H 0.22; H 0.33

***

Q: Which formula does entry 3 have?
A: C5H6N

***

Repeat the second record exactly.
# C9H23ClHoI2NP2

C9H23ClHoI2NP2 as an isolated structure at a distorted geometry (ωB97M-V with the def2-TZVPD basis set, OMol25).

Positions of all 39 atoms, in Å:
I: -0.01559 -0.95747 -5.98877
I: -0.01588 1.72733 -6.36455
Ho: -0.02711 0.44238 -0.75360
P: -2.81417 0.84760 -0.55562
C: -3.86794 0.66892 -2.03472
C: -3.56721 -0.40958 0.54976
H: -4.65021 -0.24943 0.61357
H: -4.60732 2.23059 0.35704
H: -3.12967 -0.33455 1.55584
H: -3.04248 2.54326 1.17798
H: -3.64743 -0.28907 -2.52302
H: -3.37065 -1.41944 0.16063
C: -3.52494 2.35855 0.20683
H: -4.92896 0.69967 -1.75217
H: -3.35380 3.22616 -0.44452
H: -3.65618 1.48186 -2.74100
P: 2.76201 0.83087 -0.52890
C: 3.82260 0.65211 -2.00322
C: 3.47232 2.34024 0.23718
H: 3.06070 -0.36079 1.58119
H: 4.59077 -0.26733 0.65669
H: 3.31979 -1.43716 0.18292
C: 3.50880 -0.42859 0.57883
H: 2.98133 2.52896 1.20321
H: 4.55269 2.20750 0.39799
H: 4.88238 0.67974 -1.71546
H: 3.61622 1.46710 -2.70871
H: 3.31130 3.20716 -0.41759
H: 3.60196 -0.30428 -2.49454
Cl: -0.03509 1.55017 1.44571
C: 0.25693 -2.64764 3.46329
C: -0.05001 -3.32601 2.10795
C: -0.06020 -2.37392 1.02822
N: -0.03916 -1.54524 0.19999
H: 1.26606 -2.20723 3.41326
H: 0.20609 -3.33245 4.31907
H: -0.46709 -1.83113 3.61684
H: 0.67584 -4.11295 1.85510
H: -1.01670 -3.85587 2.11728

Values from the calculation:
- HOMO level (alpha / beta) (hartree) = -0.516 / -0.516
- lowest unoccupied orbital energy (alpha / beta) (hartree) = -0.265 / -0.257
- charge = +2
- multiplicity = 5

From a Mulliken analysis of the wavefunction, the atomic charges in e read: I -0.02; I 0.03; Ho 0.65; P 0.65; C -1.10; C -1.11; H 0.41; H 0.38; H 0.32; H 0.34; H 0.37; H 0.34; C -1.06; H 0.37; H 0.37; H 0.39; P 0.65; C -1.10; C -1.06; H 0.29; H 0.42; H 0.35; C -1.09; H 0.34; H 0.38; H 0.36; H 0.39; H 0.37; H 0.38; Cl -0.36; C -0.99; C -0.30; C 0.34; N -0.28; H 0.29; H 0.35; H 0.31; H 0.32; H 0.32